No. 1
This record from the Open Molecules 2025 dataset describes a molecular structure, C20H60AgF6O16. The level of theory is the ωB97M-V functional and the def2-TZVPD basis.

```
103
Properties=species:S:1:pos:R:3:forces:R:3
Ag 2.187 -0.204 3.366 -0.686 0.298 -0.741
C 3.910 -3.578 5.717 -1.306 2.620 -0.805
O 3.574 -2.382 6.414 1.017 -0.973 2.248
O 3.292 -3.356 4.493 1.383 -1.189 0.250
C 5.478 -3.869 5.668 0.296 0.045 -1.303
F 5.978 -4.104 6.853 -0.072 0.142 1.625
F 5.787 -4.967 4.968 -0.747 0.132 -0.626
F 6.196 -2.842 5.146 -1.028 -0.320 0.100
C 3.733 -2.492 7.892 0.088 0.814 -0.474
C 3.353 -1.186 8.524 0.341 1.130 -0.416
H 4.091 -0.414 8.303 0.338 -0.079 0.289
H 2.450 -0.720 8.131 -0.407 -0.595 0.067
H 3.266 -1.328 9.601 0.006 0.176 -0.037
H 4.774 -2.713 8.128 -0.114 -0.043 -0.070
H 3.106 -3.212 8.418 -0.241 -0.777 -0.959
H 3.314 -4.365 6.180 0.375 -0.909 -0.023
C -0.783 1.014 0.137 2.541 0.155 3.200
O -0.924 -0.310 0.727 -0.738 -1.058 -1.319
O 0.240 1.494 0.946 -0.681 0.453 -2.241
C -0.609 0.969 -1.481 0.246 -0.635 1.530
F -1.771 0.547 -1.999 -0.854 0.342 -0.369
F -0.256 2.100 -2.128 -0.331 -0.066 0.721
F 0.270 0.041 -1.861 0.825 -0.325 0.074
C -2.138 -1.011 0.544 0.049 -0.291 0.005
C -2.131 -2.304 1.321 0.336 0.055 0.528
H -1.222 -2.881 1.149 -0.153 -0.216 -0.458
H -2.132 -2.147 2.400 -0.214 0.225 0.106
H -3.042 -2.832 1.040 0.180 -0.387 0.100
H -2.330 -1.295 -0.491 0.094 0.316 -0.299
H -3.001 -0.454 0.908 -0.117 0.531 -0.124
H -1.727 1.497 0.391 -0.470 0.525 -0.661
C -2.789 -4.899 7.696 -1.055 -0.389 -0.371
O -2.780 -3.524 7.504 0.608 1.842 0.049
H -3.483 -5.073 8.518 0.290 -0.835 0.253
H -3.231 -5.270 6.771 0.246 -1.097 0.101
H -1.789 -5.296 7.875 -0.164 0.143 0.015
H -3.704 -3.290 7.391 0.098 0.374 -0.062
C -8.358 0.392 -0.718 0.420 0.793 -0.563
O -7.051 0.945 -0.908 0.041 -0.242 0.222
H -8.599 -0.247 -1.567 -0.146 -0.415 0.239
H -8.379 -0.131 0.238 -0.047 0.027 -0.226
H -9.053 1.232 -0.740 -0.448 -0.191 0.383
H -7.089 1.432 -1.734 0.201 0.051 -0.022
C -4.860 4.416 2.892 0.827 -0.902 -0.669
O -5.646 3.243 2.813 -1.053 -0.215 1.097
H -4.975 4.960 3.830 -0.809 -0.155 -0.099
H -3.826 4.074 2.938 0.406 0.435 -0.430
H -5.055 5.035 2.017 0.263 0.374 0.216
H -5.642 2.809 1.956 0.366 0.422 -0.140
C 2.327 7.242 -6.250 0.240 1.091 0.573
O 2.597 8.668 -6.341 -0.160 -0.830 -0.075
H 2.027 6.824 -7.211 0.252 -0.132 0.045
H 3.239 6.812 -5.837 0.017 -0.186 -0.471
H 1.561 7.045 -5.500 -0.293 0.040 -0.095
H 1.920 9.067 -6.892 -0.058 0.009 0.030
C -2.945 -1.235 -7.584 -1.257 0.699 0.101
O -3.280 -0.341 -8.687 1.063 -0.869 0.586
H -2.701 -2.249 -7.903 -0.083 0.300 -0.440
H -2.170 -0.888 -6.901 0.346 0.287 -0.407
H -3.856 -1.251 -6.985 0.002 -0.556 0.285
H -3.255 0.540 -8.306 -0.086 0.196 -0.110
C 2.977 -7.405 -0.394 -0.009 1.034 1.000
O 3.817 -6.242 -0.216 -0.076 -0.456 -0.620
H 3.141 -8.048 0.470 0.065 -0.572 -0.329
H 1.935 -7.092 -0.342 -0.192 -0.110 -0.305
H 3.173 -7.885 -1.353 0.234 0.128 0.250
H 3.548 -5.812 0.599 -0.029 -0.014 0.000
C 3.097 1.558 -7.152 -0.967 -0.264 0.760
O 3.027 1.594 -8.535 0.346 0.423 -1.544
H 2.905 2.555 -6.755 0.395 0.084 -0.124
H 2.237 0.971 -6.829 0.186 -0.316 0.713
H 4.039 1.149 -6.787 0.015 0.049 0.205
H 2.997 0.695 -8.871 0.013 0.032 -0.005
C 2.679 7.108 -0.559 -0.984 -0.709 -0.226
O 2.015 6.967 0.687 0.353 0.754 0.779
H 2.153 6.355 -1.146 0.732 0.068 -0.990
H 2.486 8.086 -1.001 -0.119 0.034 0.322
H 3.758 6.956 -0.519 0.036 -0.170 0.088
H 2.012 6.032 0.906 -0.043 -0.007 0.018
C -1.551 1.390 6.066 0.435 -1.416 0.192
O -0.781 0.233 5.717 1.020 -0.148 -0.579
H -1.481 1.448 7.152 -0.528 0.609 0.049
H -1.069 2.250 5.600 -0.319 -0.094 -0.032
H -2.552 1.168 5.695 -0.227 0.847 0.221
H -1.060 -0.531 6.227 -0.225 0.120 0.069
C 5.178 -0.715 -0.226 1.437 0.637 -1.154
O 5.148 0.085 0.932 -1.150 0.104 0.905
H 6.066 -1.343 -0.150 -0.389 -0.777 -0.189
H 4.255 -1.222 -0.510 -0.028 -0.138 0.998
H 5.368 -0.093 -1.100 0.018 0.259 -0.198
H 5.934 0.635 0.979 -0.013 -0.111 -0.222
C -0.358 -4.513 -3.628 1.108 0.160 0.057
O -0.926 -5.783 -3.771 -1.077 -0.721 -0.299
H 0.259 -4.566 -2.731 0.217 0.686 0.083
H 0.267 -4.323 -4.501 0.215 0.405 0.049
H -1.070 -3.691 -3.551 -0.326 -0.438 0.085
H -0.248 -6.348 -4.148 -0.132 -0.078 0.040
C -2.221 4.055 -7.917 0.457 0.497 0.018
O -3.585 3.792 -7.825 -1.180 -0.043 -0.180
H -1.820 3.764 -6.946 0.535 -0.138 -0.380
H -1.786 3.567 -8.790 0.372 -0.466 0.266
H -2.037 5.117 -8.079 0.122 0.244 0.267
H -4.018 4.343 -8.482 -0.284 -0.154 0.008
```
Forces are in eV/Å.

## Properties
Expectation value of S² = 0.763
Energy above the lowest of the compared OMol25 structures with the same formula, charge and spin = 166.35 kcal/mol
2S+1 = 2
Charge = 0
Gap between HOMO and LUMO (alpha / beta) = 4.796 / 3.357 eV

No. 2
This record from the Open Molecules 2025 dataset describes 2 unconnected molecules or ions with the total composition C3H9O2. The level of theory is the ωB97M-V functional and the def2-TZVPD basis.

```
14
Properties=species:S:1:pos:R:3:forces:R:3
C -0.175 0.413 -0.552 -0.626 -1.478 2.315
O 1.071 -0.310 -0.401 -2.655 2.219 -0.802
C -0.864 0.777 0.910 1.689 -1.013 -2.358
C -0.412 2.170 1.408 -0.893 0.741 -2.564
H -0.323 1.227 -1.274 1.136 -0.073 -0.060
H -1.007 -0.305 -0.825 1.381 -0.163 -0.254
H -1.929 0.685 0.562 0.688 0.418 1.389
H -0.502 -0.144 1.474 -0.868 1.457 -0.121
H 0.631 2.465 1.175 -0.409 -0.728 0.364
H -1.015 2.975 0.865 0.596 -1.079 0.514
H -0.646 2.329 2.414 -0.068 0.115 1.731
H 0.702 -1.757 -1.209 -1.498 -2.727 -0.025
H 1.248 -3.082 -1.087 1.279 -1.427 0.224
O 0.373 -2.760 -1.186 0.248 3.740 -0.352
```
Forces are in eV/Å.

## Properties
Expectation value of S² = 0.755
Energy above the lowest of the compared OMol25 structures with the same formula, charge and spin = 28.63 kcal/mol
2S+1 = 2
Charge = 0
Gap between HOMO and LUMO (alpha / beta) = 11.756 / 8.155 eV